Entry 1:
82
Properties=species:S:1:pos:R:3 method="wB97M-V/def2-TZVPD" e_homo_ev=-8.58 spin_multiplicity=1 total_energy_ev=-87574.5502 lumo_energy_ev=-1.74 smiles="OCC[PH3]C(F)(F)C(F)(F)C(F)(F)F.O=C1C=CC(=O)C=C1.O=C1C=CC(=O)C=C1.O=C1C=CC(=O)C=C1.O=C1C=CC(=O)C=C1.O=C1C=CC(=O)C=C1"
C 2.36214 -1.96777 -2.30048
C 4.01140 5.28840 -2.37942
C -5.14251 1.28342 2.23593
H -0.25882 1.43336 1.05779
C 0.57611 1.06028 4.51729
H 5.91556 -4.38139 4.50931
C 5.07312 -5.76250 3.14271
F 1.55402 -3.40185 -0.60782
O 2.17471 2.25800 7.44945
C 3.59712 5.60928 -0.99060
H 0.05423 0.86117 -1.65745
C -5.85595 1.74740 3.45095
P -0.19103 -0.53648 -1.58364
C 1.53950 1.51862 3.48751
F 1.07770 -0.91566 -3.96317
C -6.94275 3.51609 2.14074
H 4.30867 -2.65451 0.83579
H -7.22114 3.13737 4.28099
O 5.48068 -2.23813 3.11503
C -1.78820 -0.21770 -0.62910
O -1.22752 1.38052 1.09169
H 1.86290 2.63554 -2.92133
C 3.32393 4.16010 -3.05453
H 0.09279 0.97821 6.57739
O 1.34764 1.29871 2.31046
H -2.54058 -0.12511 1.34201
O -7.70479 4.45789 2.10153
C -6.69030 2.78229 3.40689
C 1.41071 -0.81924 -2.68342
C 5.42544 -4.54919 3.55868
F 0.53740 -3.47660 -2.48138
O 1.09341 3.14866 -0.48604
H -2.27833 0.63740 -1.07250
H -0.89313 -0.68584 1.30982
H -4.85902 1.66139 0.09769
H 4.11022 6.43553 -0.51502
H 2.32747 5.13005 0.63507
O 4.87716 5.92580 -2.93984
H -0.92217 -1.24939 -2.57230
H 3.64114 3.94338 -4.06667
H 0.38267 -1.23307 -0.48811
H -5.65871 1.19907 4.36333
C 2.74109 2.25559 3.94759
C -5.39278 2.01610 0.97079
C -2.55722 -1.98772 -5.31352
C 4.13943 -4.75843 1.00805
C 4.49192 -3.54474 1.42400
F 3.10727 -2.24270 -3.37334
C 2.94820 2.49749 5.23895
C 4.40209 -5.96340 1.83356
C -3.48879 -1.35865 -4.34530
C -5.38817 -2.38000 -5.51129
H -5.60009 -1.14724 -3.80212
H -2.34388 -3.22047 -7.02214
O 4.08151 -7.06932 1.45444
H 3.64913 -4.92529 0.05789
C -4.45761 -3.01061 -6.48204
C -3.00606 -2.75299 -6.30466
O -4.86786 -3.70878 -7.38310
C 2.37201 3.46030 -2.44226
H 3.43040 2.57909 3.17788
C 1.67564 -3.30908 -1.90104
F 2.44926 -4.30215 -2.27134
O -3.07606 -0.65972 -3.44213
H -1.50257 -1.78738 -5.16618
H -6.42220 3.60034 0.01429
C -1.58766 0.02492 0.85586
H 5.25558 -6.65314 3.73048
C 0.78281 1.30224 5.80885
C 2.64549 4.91208 -0.37680
C 1.95830 3.78257 -1.05223
H -2.45864 -1.05573 -0.80527
C -6.22678 3.05137 0.92653
H 3.81822 3.03305 5.59679
H -0.29448 0.52668 4.15635
F 2.16761 0.29705 -2.57655
C -4.93872 -1.61495 -4.52040
C 1.98537 2.03892 6.27263
H -6.44196 -2.57960 -5.65801
O -4.37919 0.34154 2.27212
C 5.16168 -3.34394 2.73285
F 3.18478 -1.61679 -1.35542


Entry 2:
71
Properties=species:S:1:pos:R:3 method="wB97M-V/def2-TZVPD" e_homo_ev=-9.56 spin_multiplicity=1 total_energy_ev=-87597.3345 lumo_energy_ev=0.09
S -1.16967 -1.64073 -4.37366
F 1.43099 1.59788 -0.22699
O 8.37252 1.43643 3.66260
H -5.91321 -3.09353 -1.71277
C -5.62161 -3.54254 -2.66224
C 7.73766 3.66893 4.31610
C -0.84581 0.26637 -2.58011
C 1.43475 5.78743 -0.07006
H -1.66304 1.51582 -3.95973
C 7.49348 2.19091 3.95325
C 1.67468 -1.49340 1.42173
H 5.40964 0.05269 5.67436
F -0.68917 1.61306 0.19724
O -0.49769 4.05568 -0.86381
H 1.22429 5.84259 -1.13676
O 1.97312 -2.67676 2.19438
H 0.71412 6.57029 1.79930
F 2.97946 -5.01507 2.93734
H -6.89268 -2.28246 -3.88109
O -0.23959 -0.72129 -3.42536
H 7.00364 -0.42333 5.10064
H 4.75247 0.67116 3.33870
H 6.35930 0.25232 2.76404
H 2.20142 -2.40004 -0.45723
H 2.11810 -0.63418 -0.49031
H 0.63501 7.70888 0.44430
O -7.91268 -4.01868 -3.36185
F 9.01820 3.87799 4.58804
F 7.39188 4.45137 3.28503
F 7.01480 4.03669 5.37656
C 0.36006 3.70075 -0.11010
H 0.59958 -1.52308 1.25852
F -10.63363 -3.76882 -1.21234
H -5.45527 -4.60554 -2.48735
C 5.95627 -0.33283 4.81257
H -0.15819 0.40638 -1.75531
C -6.68944 -3.33974 -3.71249
H 5.57770 -1.32020 4.56837
F 4.49769 -4.06002 4.14116
H -3.85355 1.01531 -3.31806
O 6.19715 1.94071 3.98384
H 2.47132 6.07587 0.08404
C 2.41753 -1.49144 0.10516
O 1.36064 4.41086 0.36694
O -2.26983 -0.55218 -5.05752
C -8.70205 -3.38512 -2.51021
C 0.45578 2.25713 0.41426
H -4.55902 -0.59712 -2.71470
F 2.42175 -3.93984 4.73227
C 5.79592 0.59641 3.62965
C 3.25565 -3.94931 3.68747
O -1.99819 -2.46425 -3.52615
F -10.77946 -4.12908 -3.33853
H 1.89825 -0.60622 2.01296
H -1.18815 2.25085 -2.58761
F 0.71812 2.21107 1.71960
H -0.53671 6.39182 0.57076
O -8.51270 -2.31907 -2.00634
H -6.38346 -3.77521 -4.66110
H -4.68061 -3.09223 -2.98080
N -0.93214 1.53543 -3.26028
H 3.49522 -1.44483 0.25960
H -4.15213 -1.44423 -5.04209
F -9.68437 -5.50544 -2.07531
C 0.50451 6.66737 0.73409
C -3.53290 -0.72101 -4.51959
C -9.97646 -4.21846 -2.27209
H -1.78200 -0.09461 -2.15260
O 3.88144 -1.74246 2.94074
C 3.09519 -2.64315 2.88597
C -3.99387 -0.04894 -3.45904


Entry 3:
10
Properties=species:S:1:pos:R:3 method="wB97M-V/def2-TZVPD" e_homo_ev=-14.55 e_above_lowest_ev=0.871 spin_multiplicity=1 total_energy_ev=-5700.6144 lumo_energy_ev=-5.03 total_charge=+1
C 1.03297 -0.15481 -0.74399
O -0.64742 0.55096 1.01498
H 1.09658 -1.21200 -0.51015
H -0.09340 -0.41078 -2.38816
H 0.31724 1.22697 -2.00162
H -1.06175 -0.93746 2.31187
H 1.55861 0.54917 -0.10915
N 0.40180 0.23664 -1.77534
H -1.79384 0.73596 2.65552
C -1.17089 0.11190 2.00116


Entry 4:
71
Properties=species:S:1:pos:R:3 method="wB97M-V/def2-TZVPD" s2=0.78 e_homo_ev="-12.24 / -12.20" e_above_lowest_ev=6.883 spin_multiplicity=2 total_energy_ev=-234151.2267 lumo_energy_ev="-7.87 / -7.91" total_charge=+2
C -1.97957 -5.41728 -1.90327
O 0.34978 -0.05338 -2.00240
C 2.60886 1.64437 -1.79444
H 4.46779 2.66172 -1.32944
C 3.24862 -1.60838 -5.25237
C -2.16822 -4.15579 -2.44713
Ge -0.63027 0.34241 3.00364
H 1.20430 4.51889 -3.11600
H 1.58651 0.04138 5.27150
C -0.33932 -0.73953 4.59079
C -0.62994 3.36785 3.32145
H -2.22379 2.18218 -0.90829
O 3.92804 -2.30383 -5.95199
Ir 0.60590 -1.66916 -0.37424
N -0.69978 -3.23291 -0.80479
H -1.82839 -0.16950 0.86876
N 2.87917 -3.13444 -2.00988
O 2.84645 -0.36313 -5.55450
H 0.63589 2.18684 -4.16212
H 0.09910 -4.53123 0.59401
Br -2.80397 -6.89341 -2.66265
O 0.14243 -0.44039 -4.23672
H 3.13250 3.76748 -1.58049
C -1.65700 3.04447 5.48224
H 4.34064 -3.61005 -3.48654
C -2.74756 2.42971 4.89040
C 0.59565 -0.19096 5.66837
H -0.51140 4.69843 -2.71950
C -0.60136 3.51045 4.70010
H 0.72699 -0.93286 6.45662
C 0.19370 4.20945 -3.39351
N 1.84836 -2.28989 -1.89936
H -3.67316 1.87303 3.02649
Ge 0.68702 1.88539 -1.78716
C 2.81763 -2.03759 -3.90035
C 0.68558 -0.62869 -3.19396
H 0.01005 4.60174 -4.39251
H -3.57698 2.08510 5.49878
C -1.93854 2.37514 0.10742
H -4.18776 -0.61834 1.78397
C -1.16989 -5.56894 -0.78904
H 0.19664 0.70581 6.13189
C -1.72451 2.75179 2.71418
C -3.43787 -0.07647 2.36416
H 2.78115 0.69998 -1.27726
C 1.78870 -1.62168 -3.04045
C 0.02093 2.68160 -3.40938
C -2.78862 2.28085 3.50680
I 1.60463 -0.28712 1.61767
H -1.35027 -0.93191 4.95952
H -1.02900 -6.53677 -0.32400
H 3.14489 -0.18382 -6.45929
H 0.04896 -1.64882 4.12467
C -0.54140 -4.45613 -0.27538
H -3.63294 0.98908 2.23720
H -1.83230 -1.52548 2.02541
H 2.83227 1.51650 -2.85967
H 0.18145 3.74106 2.70899
H -2.81117 -4.00143 -3.30377
H -1.01086 2.36559 -3.54587
H -1.63606 -2.08679 -2.26313
H -3.60734 -0.32694 3.41394
C 3.40021 2.79632 -1.15956
H 3.24464 2.84207 -0.08016
H -1.63081 3.17678 6.55844
C 3.48428 -3.01277 -3.20087
C -1.80550 2.61040 1.27360
H 3.11981 -3.74847 -1.25133
C -1.51160 -3.09068 -1.87284
H 0.24518 3.99609 5.17098
C -2.01756 -0.45500 1.90362


Per-record F_max, eV/A: 2.45, 1.45, 0.85, 2.51